Molecular formula: C25H32BF32NO8SSi
Method: DFT, the ωB97M-V functional and the def2-TZVPD basis

Last column: Löwdin charge in e.
Positions of all 101 atoms, in Å:
C -1.839 0.197 -5.420  -0.18
Si -1.281 1.237 -6.861  0.58
C -0.421 2.849 -6.395  -0.25
C 0.544 2.683 -5.211  -0.32
N -0.136 2.605 -3.911  0.01
C -0.132 0.316 -7.991  -0.13
B 0.331 1.012 -9.334  -0.72
O -0.386 1.947 -10.060  0.14
O 1.543 0.629 -9.837  0.17
S -3.244 1.628 -7.897  0.55
C -3.404 3.373 -8.296  -0.16
O -4.254 1.350 -6.888  -0.39
O -3.275 0.897 -9.148  -0.37
H -2.580 -0.519 -5.778  0.04
H -1.000 -0.341 -4.976  0.04
H -2.340 0.808 -4.670  0.02
H -1.092 3.690 -6.198  0.08
H 0.176 3.134 -7.271  0.08
H 1.234 3.529 -5.195  0.10
H 1.166 1.796 -5.350  0.10
H -1.118 2.829 -4.019  0.04
H -0.096 1.659 -3.555  0.06
H 0.785 0.166 -7.405  0.08
H -0.536 -0.676 -8.211  0.09
H -0.716 2.706 -9.572  0.08
H 1.726 1.077 -10.673  0.11
H -4.308 3.723 -7.804  0.06
H -3.495 3.458 -9.376  0.06
H -2.544 3.934 -7.935  0.04
F 5.016 3.937 -5.490  0.10
C 4.903 2.597 -5.423  -0.30
F 3.641 2.265 -5.784  0.09
C 5.140 2.089 -3.994  -0.44
F 4.146 2.505 -3.189  0.14
F 5.051 0.725 -4.103  0.09
C 6.507 2.356 -3.351  -0.04
O 6.594 3.474 -2.488  0.05
C 6.913 4.723 -2.932  -0.54
F 7.262 4.733 -4.231  0.15
F 7.991 5.144 -2.226  0.14
C 5.796 5.741 -2.640  -0.29
F 4.631 5.333 -3.179  0.10
F 6.134 6.925 -3.196  0.10
H 5.606 2.135 -6.120  0.17
H 6.671 1.499 -2.700  0.15
H 7.292 2.357 -4.107  0.15
H 5.679 5.863 -1.562  0.18
F -0.982 4.220 0.131  0.09
C -1.379 4.213 -1.160  -0.31
F -1.732 5.474 -1.499  0.10
C -2.601 3.302 -1.345  -0.44
F -3.673 3.809 -0.718  0.15
F -2.845 3.343 -2.700  0.07
C -2.435 1.812 -1.021  -0.04
O -2.880 1.387 0.253  0.06
C -2.075 1.392 1.350  -0.54
F -0.798 1.694 1.054  0.15
F -2.072 0.132 1.862  0.13
C -2.621 2.294 2.470  -0.28
F -2.792 3.552 2.028  0.11
F -1.718 2.310 3.479  0.09
H -0.559 3.883 -1.805  0.14
H -3.099 1.304 -1.720  0.15
H -1.415 1.490 -1.229  0.14
H -3.568 1.898 2.839  0.18
F -0.398 -3.778 6.057  0.09
C -1.020 -4.785 5.411  -0.31
F -0.089 -5.713 5.090  0.10
C -1.687 -4.290 4.123  -0.44
F -0.754 -3.905 3.233  0.14
F -2.319 -5.396 3.619  0.10
C -2.781 -3.225 4.259  -0.04
O -2.391 -1.881 4.049  0.04
C -1.937 -1.083 5.056  -0.54
F -2.048 -1.664 6.262  0.15
F -2.719 0.030 5.078  0.13
C -0.506 -0.578 4.797  -0.28
F 0.334 -1.615 4.609  0.10
F -0.093 0.116 5.881  0.10
H -1.759 -5.240 6.074  0.16
H -3.468 -3.436 3.441  0.15
H -3.324 -3.354 5.195  0.15
H -0.496 0.069 3.920  0.15
F -0.167 -8.248 9.788  0.10
C 1.010 -7.966 10.382  -0.31
F 1.276 -8.941 11.277  0.10
C 0.941 -6.623 11.122  -0.44
F 0.096 -6.713 12.164  0.14
F 2.206 -6.440 11.616  0.10
C 0.647 -5.365 10.296  -0.03
O -0.698 -4.921 10.277  0.06
C -1.598 -5.351 9.356  -0.54
F -1.040 -6.131 8.411  0.14
F -2.094 -4.257 8.717  0.13
C -2.813 -6.041 10.002  -0.28
F -2.421 -7.069 10.774  0.11
F -3.605 -6.519 9.015  0.10
H 1.803 -7.947 9.630  0.17
H 1.185 -4.570 10.809  0.15
H 1.062 -5.456 9.292  0.15
H -3.372 -5.320 10.601  0.18

Properties
LUMO level (eV): 0.2
HOMO (eV): -9.64
Largest force on an atom (eV/A): 0.59
SMILES: C[Si@@](CCN)(CB(O)O)S(C)(=O)=O.FC(F)C(F)(F)COC(F)(F)C(F)F.FC(F)C(F)(F)COC(F)(F)C(F)F.FC(F)C(F)(F)COC(F)(F)C(F)F.FC(F)C(F)(F)COC(F)(F)C(F)F
E_tot (eV): -150666.417
Total charge: 0
Frontier orbital gap (eV): 9.82

Molecular formula: C25H32BMnO4
Method: DFT, the ωB97M-V functional and the def2-TZVPD basis

Last column: Mulliken spin population.
Positions of all 63 atoms, in Å:
O -0.745 -1.416 -2.662  0.06
C -0.696 -0.236 -3.580  0.01
C -0.187 -0.995 -4.775  -0.01
H 0.014 0.488 -3.179  -0.01
H -1.676 0.197 -3.823  0.00
C -0.338 -2.236 -3.840  0.01
H 0.840 -0.769 -5.061  0.00
H -0.904 -0.948 -5.608  0.00
C 0.936 -3.004 -3.600  0.01
H 1.684 -2.394 -3.087  0.00
H 1.372 -3.315 -4.555  0.00
H 0.733 -3.901 -3.018  0.00
C -1.478 -3.044 -4.442  0.00
H -2.395 -2.437 -4.461  0.00
H -1.637 -3.978 -3.898  0.00
H -1.247 -3.315 -5.483  0.00
Mn -0.340 -1.147 0.122  4.11
C -1.936 -1.755 1.610  -0.17
C -2.032 -0.347 2.120  0.05
C -1.982 0.385 0.845  -0.20
H -2.924 -0.137 2.741  -0.08
C -2.287 -0.447 -0.251  0.06
C -2.310 -1.816 0.244  -0.13
H -2.581 -2.674 -0.345  -0.01
H -1.930 -2.592 2.299  0.00
H -2.051 1.444 0.849  0.04
H -2.606 -0.136 -1.236  0.03
C 0.800 -1.826 1.860  0.08
C 0.355 -2.923 1.046  0.05
C 0.927 -2.765 -0.259  -0.06
H -0.211 -3.790 1.381  -0.01
C 1.743 -1.562 -0.239  0.07
C 1.647 -0.997 1.093  0.01
H 2.200 -0.149 1.486  0.03
H 0.627 -1.736 2.926  0.00
H 0.874 -3.501 -1.051  0.02
H 2.430 -1.266 -1.035  0.01
O 2.205 2.931 -2.167  0.00
C 1.723 2.267 -0.993  -0.02
C 0.199 2.328 -0.976  0.08
H 2.094 2.735 -0.052  0.00
H 2.146 1.239 -1.004  0.00
C 0.015 3.741 -1.632  0.00
H -0.255 2.170 0.023  -0.01
H -0.178 1.540 -1.658  0.00
C 1.236 3.976 -2.533  0.00
H 0.148 4.425 -0.782  0.00
H -0.930 3.893 -2.143  0.00
H 1.702 4.991 -2.311  0.00
H 0.976 3.997 -3.607  0.00
O -0.815 -0.255 4.472  0.00
B -1.054 0.248 3.185  -0.01
O -0.294 1.419 2.979  0.00
C 0.458 1.602 4.122  0.00
C 0.997 2.790 4.582  0.00
C 1.179 2.898 5.971  0.00
C 0.966 1.816 6.832  0.00
C 0.471 0.598 6.357  0.00
C 0.172 0.537 5.009  0.00
H 1.189 3.630 3.917  0.00
H 1.533 3.850 6.374  0.00
H 1.152 1.935 7.899  0.00
H 0.278 -0.260 7.000  0.00

Properties
LUMO level (alpha / beta) (eV): 0.6 / 0.6
HOMO (alpha / beta) (eV): -5.90 / -5.94
Largest force on an atom (eV/A): 3.06
Relative energy (zero: lowest compared OMol25 entry of this formula, charge and spin) (kJ/mol): 0.2
2S+1: 5
E_tot (eV): -66627.334
Total charge: 0
Frontier orbital gap (alpha / beta) (eV): 6.49 / 6.53

Molecular formula: C25H32BrN10O2RuS2
Method: DFT, the ωB97M-V functional and the def2-TZVPD basis

Last column: Mulliken spin population.
Positions of all 73 atoms, in Å:
Ru 0.209 -0.332 0.076  0.91
N 2.402 -2.034 3.305  0.01
C 2.768 -1.115 4.255  0.00
C 3.744 -1.432 5.207  0.00
C 4.110 -0.514 6.166  0.00
C 3.508 0.748 6.207  0.00
C 2.528 1.075 5.294  0.00
C 2.159 0.157 4.314  0.01
S 0.875 0.547 3.190  0.01
N 1.103 -0.555 1.985  0.01
C 1.660 -1.782 2.179  -0.01
C 1.469 -2.768 1.180  0.02
C 1.988 -4.088 1.258  0.00
C 1.746 -4.990 0.259  0.00
C 0.945 -4.602 -0.826  0.00
C 0.465 -3.311 -0.858  0.00
N 0.730 -2.396 0.075  0.00
H 2.799 -2.959 3.402  0.00
H 4.206 -2.407 5.177  0.00
H 4.864 -0.775 6.893  0.00
H 3.812 1.461 6.956  0.00
H 2.037 2.037 5.328  0.00
H 2.578 -4.398 2.106  0.00
H 2.135 -5.995 0.312  0.00
H 0.706 -5.289 -1.619  0.00
H -0.166 -2.993 -1.678  0.00
N -2.288 0.929 -0.555  0.04
N -3.451 0.182 -0.344  0.00
C -3.446 -0.865 0.500  0.00
N -4.615 -1.454 0.768  0.00
S -2.047 -1.440 1.227  0.00
H -2.186 1.688 0.133  0.00
H -2.312 1.351 -1.481  0.00
H -4.349 0.608 -0.565  0.00
H -5.476 -1.188 0.318  0.00
H -4.603 -2.293 1.324  0.00
N 2.122 1.608 -0.493  0.00
C 1.495 2.922 -0.469  0.00
C 1.410 3.621 -1.825  0.00
C 2.621 4.492 -2.187  0.00
C 2.214 5.770 -2.930  0.00
N 1.467 5.482 -4.144  0.00
C 0.173 5.660 -4.379  0.00
N -0.354 5.200 -5.518  0.00
N -0.624 6.276 -3.511  0.00
C 0.023 2.708 0.052  0.00
O -0.838 3.522 -0.242  0.00
O -0.124 1.675 0.761  0.01
H 2.650 1.440 0.357  0.00
H 2.734 1.493 -1.293  0.00
H 1.972 3.596 0.259  0.00
H 0.518 4.254 -1.763  0.00
H 1.225 2.869 -2.594  0.00
H 3.336 3.935 -2.793  0.00
H 3.140 4.815 -1.284  0.00
H 3.104 6.337 -3.218  0.00
H 1.623 6.402 -2.269  0.00
H 2.009 5.021 -4.863  0.00
H 0.221 4.796 -6.241  0.00
H -1.310 5.399 -5.764  0.00
H -0.278 6.619 -2.631  0.00
H -1.605 6.399 -3.697  0.00
Br 1.741 -0.889 -6.445  0.00
C 1.206 -0.791 -4.616  0.00
C 2.151 -0.924 -3.608  0.00
C 1.743 -0.816 -2.292  -0.01
C 0.417 -0.530 -1.950  0.01
C -0.516 -0.469 -2.980  0.00
C -0.129 -0.592 -4.307  0.01
H 3.186 -1.118 -3.845  0.00
H 2.487 -0.962 -1.512  0.00
H -1.568 -0.334 -2.763  0.00
H -0.867 -0.542 -5.095  0.00

Properties
LUMO level (alpha / beta) (eV): -5.7 / -5.7
HOMO (alpha / beta) (eV): -11.66 / -11.70
Largest force on an atom (eV/A): 4.77
Relative energy (zero: lowest compared OMol25 entry of this formula, charge and spin) (kJ/mol): 244.7
2S+1: 2
E_tot (eV): -139722.551
Total charge: +2
Frontier orbital gap (alpha / beta) (eV): 5.96 / 5.95

Molecular formula: C25H32CeClOP2
Method: DFT, the ωB97M-V functional and the def2-TZVPD basis

Last column: Löwdin charge in e.
Positions of all 62 atoms, in Å:
Ce -0.855 -1.081 0.908  0.68
Cl 0.902 -2.935 0.594  0.26
C -0.001 1.232 0.847  -0.23
O 0.389 2.335 0.851  0.17
P 0.064 0.225 -1.730  1.11
C -1.457 -0.170 -2.694  -0.35
C 0.556 1.835 -2.417  -0.36
C 1.347 -0.906 -2.423  -0.38
C 1.757 2.037 -3.124  -0.04
C 2.068 3.296 -3.645  -0.02
C 1.194 4.372 -3.460  -0.01
C 0.003 4.180 -2.750  -0.03
C -0.312 2.926 -2.226  -0.10
H 2.452 1.211 -3.271  0.11
H 2.999 3.432 -4.201  0.13
H 1.443 5.356 -3.863  0.13
H -0.684 5.015 -2.605  0.13
H -1.241 2.788 -1.672  0.11
C -2.389 -1.078 -2.163  -0.12
C -3.605 -1.289 -2.820  -0.04
C -3.856 -0.696 -4.060  -0.01
C -2.901 0.152 -4.631  0.00
C -1.716 0.429 -3.944  -0.05
H -2.166 -1.683 -1.256  0.02
H -4.355 -1.931 -2.353  0.13
H -4.793 -0.894 -4.582  0.14
H -3.073 0.601 -5.610  0.14
H -0.987 1.117 -4.378  0.13
C 1.142 -1.616 -3.614  -0.05
C 2.130 -2.483 -4.084  -0.02
C 3.316 -2.655 -3.366  -0.01
C 3.525 -1.938 -2.182  -0.04
C 2.553 -1.054 -1.715  -0.14
H 0.210 -1.491 -4.163  0.11
H 1.966 -3.026 -5.013  0.13
H 4.079 -3.349 -3.723  0.13
H 4.447 -2.066 -1.614  0.13
H 2.712 -0.496 -0.787  0.11
H -2.541 -2.729 0.772  0.10
H -1.892 -3.143 0.527  0.08
C -2.668 0.520 4.943  -0.12
C -1.176 0.848 4.916  -0.36
P -0.323 0.224 3.428  0.96
C 1.410 0.807 3.682  -0.35
C 2.020 0.641 5.074  -0.09
C -0.239 -1.618 3.650  -0.44
C -0.028 -2.124 5.090  -0.06
H -3.182 0.934 4.067  0.08
H -3.123 0.965 5.836  0.10
H -2.859 -0.560 4.978  0.08
H -1.039 1.942 4.914  0.12
H -0.670 0.463 5.814  0.09
H 2.034 0.305 2.927  0.10
H 1.390 1.874 3.407  0.09
H 2.245 -0.406 5.307  0.07
H 2.969 1.191 5.103  0.11
H 1.378 1.053 5.862  0.08
H -1.205 -2.042 3.297  0.06
H 0.567 -2.014 3.002  0.03
H -0.765 -1.715 5.786  0.09
H -0.149 -3.213 5.099  0.11
H 0.977 -1.903 5.460  0.08

Properties
LUMO level (alpha / beta) (eV): -12.9 / -12.9
HOMO (alpha / beta) (eV): -17.23 / -17.23
Largest force on an atom (eV/A): 5.81
E_tot (eV): -72490.775
Total charge: +3
Frontier orbital gap (alpha / beta) (eV): 4.37 / 4.37

Molecular formula: C25H32ClN7O
Method: DFT, the ωB97M-V functional and the def2-TZVPD basis

Last column: Löwdin charge in e.
Positions of all 66 atoms, in Å:
O 0.921 -2.442 -3.074  0.04
C 1.878 -2.428 -2.323  -0.51
C 3.167 -1.689 -2.657  -0.09
C 3.028 -0.210 -2.294  -0.10
C 2.877 -0.002 -0.833  -0.29
N 3.360 -0.736 0.145  0.06
N 3.044 -0.184 1.316  0.07
C 2.354 0.909 1.068  -0.29
C 1.765 1.900 1.886  0.01
C 1.050 2.875 1.270  0.01
C 0.893 2.861 -0.160  -0.31
N 0.140 3.817 -0.759  0.05
C -0.248 3.662 -2.150  -0.16
C -1.139 2.459 -2.338  -0.24
C -0.650 1.293 -2.913  -0.04
C -1.419 0.146 -2.991  -0.06
C -2.720 0.163 -2.517  -0.08
C -3.243 1.319 -1.963  -0.12
C -2.446 2.446 -1.862  -0.61
Cl -3.106 3.870 -1.115  0.72
N 1.493 1.984 -0.928  0.19
N 2.212 1.054 -0.301  0.02
N 1.909 -3.070 -1.140  0.07
C 0.809 -3.875 -0.668  -0.14
C 0.103 -3.328 0.571  -0.27
C 0.961 -3.244 1.836  -0.12
C 0.226 -2.204 2.692  -0.16
N -0.780 -1.591 1.822  -0.12
C -1.022 -0.201 2.126  -0.33
C -1.760 -0.044 3.472  -0.13
C -2.784 1.087 3.279  -0.18
C -2.472 1.685 1.906  -0.19
C -1.936 0.497 1.118  -0.15
C -0.401 -1.893 0.453  -0.14
H 4.009 -2.121 -2.118  0.11
H 3.335 -1.774 -3.731  0.12
H 2.153 0.216 -2.789  0.10
H 3.912 0.337 -2.638  0.13
H 1.905 1.857 2.954  0.13
H 0.580 3.667 1.832  0.11
H -0.528 4.290 -0.169  0.11
H -0.758 4.577 -2.456  0.11
H 0.664 3.535 -2.736  0.12
H 0.358 1.296 -3.296  0.10
H -0.994 -0.757 -3.404  0.10
H -3.332 -0.723 -2.576  0.11
H -4.257 1.344 -1.594  0.11
H 2.672 -2.878 -0.506  0.11
H 0.099 -3.931 -1.497  0.12
H 1.178 -4.883 -0.448  0.13
H -0.760 -3.971 0.772  0.15
H 1.959 -2.879 1.596  0.09
H 1.054 -4.205 2.339  0.11
H -0.282 -2.662 3.546  0.11
H 0.934 -1.456 3.076  0.11
H -0.066 0.359 2.174  0.12
H -1.060 0.178 4.277  0.11
H -2.258 -0.982 3.710  0.11
H -3.796 0.681 3.279  0.11
H -2.724 1.834 4.070  0.10
H -3.345 2.140 1.440  0.09
H -1.694 2.446 1.995  0.09
H -1.408 0.789 0.211  0.10
H -2.752 -0.173 0.848  0.13
H -1.259 -1.799 -0.213  0.12
H 0.400 -1.236 0.075  0.12

Properties
LUMO level (eV): 0.1
HOMO (eV): -8.13
Largest force on an atom (eV/A): 1.43
SMILES: O=C(CCc1nnc2ccc(NCc3ccccc3Cl)nn12)NC[C@H]1CCN(C2CCCC2)C1
E_tot (eV): -51445.967
Total charge: 0
Frontier orbital gap (eV): 8.22

Molecular formula: C25H32F19NO15P
Method: DFT, the ωB97M-V functional and the def2-TZVPD basis

Last column: Löwdin charge in e.
Positions of all 93 atoms, in Å:
O -0.095 -1.511 -3.767  -0.08
N -0.701 -0.491 -3.916  -0.12
O -1.468 -0.084 -2.876  -0.15
C -1.152 -0.619 -1.587  -0.49
F -2.137 -0.095 -0.715  -0.15
P 0.466 0.118 -1.057  0.76
O 0.572 1.453 -1.773  -0.50
H 1.441 -0.712 -1.627  0.00
H 0.565 0.251 0.314  -0.01
C 1.884 2.113 -5.012  -0.05
C 1.527 2.819 -6.299  -0.19
O 2.457 2.489 -7.361  0.03
C 2.234 1.359 -8.011  -0.41
O 1.344 0.588 -7.819  0.18
C 3.286 1.191 -9.116  -0.54
F 4.521 1.482 -8.679  0.15
F 3.021 2.009 -10.150  0.15
F 3.308 -0.057 -9.582  0.17
H 2.918 2.328 -4.734  0.07
H 1.230 2.429 -4.199  0.08
H 1.794 1.032 -5.118  0.08
H 1.602 3.897 -6.169  0.12
H 0.506 2.598 -6.608  0.13
C 7.240 0.739 -5.013  -0.06
C 6.611 1.627 -3.960  -0.20
O 5.512 0.965 -3.318  0.03
C 5.826 0.133 -2.332  -0.39
O 6.930 -0.109 -1.943  0.16
C 4.544 -0.452 -1.727  -0.55
F 3.689 -0.830 -2.681  0.16
F 3.941 0.462 -0.958  0.16
F 4.805 -1.521 -0.972  0.17
H 6.488 0.403 -5.727  0.08
H 8.020 1.279 -5.549  0.08
H 7.681 -0.150 -4.562  0.08
H 6.192 2.518 -4.423  0.12
H 7.341 1.954 -3.221  0.12
C -0.095 3.469 4.791  -0.05
C -0.338 4.048 3.414  -0.19
O 0.888 4.163 2.672  0.03
C 1.295 3.050 2.064  -0.39
O 0.736 1.997 2.097  0.17
C 2.578 3.330 1.273  -0.54
F 3.447 4.064 1.998  0.15
F 2.306 4.012 0.158  0.18
F 3.188 2.200 0.935  0.17
H 0.654 4.056 5.326  0.09
H -1.002 3.455 5.363  0.02
H 0.282 2.448 4.726  0.09
H -0.733 5.059 3.496  0.13
H -1.065 3.460 2.855  0.13
C -1.056 -4.897 4.045  -0.06
C -0.516 -5.241 2.673  -0.20
O -0.423 -4.066 1.851  0.04
C 0.657 -3.321 2.023  -0.39
O 1.547 -3.545 2.791  0.16
C 0.629 -2.123 1.065  -0.56
F -0.580 -1.552 1.021  0.13
F 0.934 -2.495 -0.195  0.12
F 1.517 -1.212 1.459  0.13
H -2.008 -4.373 3.958  0.08
H -1.203 -5.803 4.634  0.08
H -0.372 -4.241 4.583  0.08
H -1.202 -5.911 2.159  0.12
H 0.449 -5.743 2.737  0.12
C -2.685 -5.217 -3.199  -0.06
C -3.246 -4.276 -2.156  -0.17
O -4.409 -4.863 -1.514  0.04
C -4.157 -5.712 -0.540  -0.42
O -3.074 -6.040 -0.155  0.16
C -5.473 -6.205 0.077  -0.54
F -6.377 -6.519 -0.862  0.16
F -6.013 -5.259 0.860  0.16
F -5.278 -7.292 0.829  0.16
H -3.458 -5.500 -3.916  0.08
H -1.864 -4.737 -3.730  0.08
H -2.315 -6.136 -2.742  0.07
H -3.586 -3.359 -2.629  0.13
H -2.495 -3.999 -1.420  0.12
C -5.990 3.509 9.506  -0.06
C -6.213 4.085 8.124  -0.20
O -4.975 4.184 7.399  0.03
C -4.565 3.070 6.802  -0.39
O -5.125 2.017 6.820  0.18
C -3.266 3.344 6.034  -0.54
F -2.414 4.079 6.766  0.15
F -3.509 4.026 4.906  0.17
F -2.644 2.218 5.691  0.17
H -5.244 4.092 10.046  0.08
H -6.920 3.513 10.074  0.08
H -5.624 2.484 9.448  0.08
H -6.597 5.101 8.197  0.12
H -6.937 3.501 7.558  0.13

Properties
LUMO level (eV): 1.8
HOMO (eV): -2.53
Largest force on an atom (eV/A): 4.98
E_tot (eV): -119566.084
Total charge: -1
Frontier orbital gap (eV): 4.34